Computed, not measured: a 14-piece molecular cluster, C63H84O35 overall, with ωB97M-V/def2-TZVPD.

Structure (ORCA input):
```
! RIJCOSX wB97M-V def2-TZVPD def2/J DEFGRID3
* xyz 0 1
O -22.05 -15.34 3.87
O -17.95 -17.55 -5.49
O -15.08 -15.83 0.46
O -16.39 -25.60 -2.08
O -20.60 -26.71 4.81
O -13.71 -14.35 1.23
O -26.83 -22.26 3.84
O -22.32 -15.20 -1.57
O -23.85 -21.37 -4.32
O -19.84 -23.83 -7.81
O -11.22 -16.31 -3.13
O -25.10 -22.95 -2.32
O -16.07 -18.78 -5.50
O -16.44 -11.72 -2.08
O -16.09 -16.68 -4.56
O -13.77 -16.28 2.27
O -22.56 -25.27 -4.02
O -18.74 -18.49 -1.07
O -24.07 -23.93 -0.45
O -23.77 -26.64 -2.64
O -22.24 -19.86 2.03
O -20.89 -16.89 -2.96
O -16.87 -21.74 -3.82
O -18.51 -25.01 -2.54
O -17.38 -26.72 -3.64
O -17.67 -19.61 2.80
O -21.77 -27.38 -3.61
O -12.83 -20.86 -0.36
O -18.41 -15.42 1.48
O -17.61 -21.70 1.80
O -19.63 -20.79 2.22
O -19.29 -20.64 -0.89
O -17.41 -20.03 -2.13
O -25.81 -24.81 -1.23
O -20.62 -25.38 -0.51
C -17.38 -13.85 -1.69
C -21.61 -26.73 2.70
C -14.87 -19.01 -4.87
C -16.68 -17.64 -5.12
C -11.58 -17.41 -2.34
C -17.53 -25.74 -2.69
C -21.85 -14.18 1.88
C -12.41 -19.68 -0.93
C -15.75 -17.10 0.38
C -17.45 -12.24 0.08
C -16.25 -24.67 -1.03
C -23.75 -19.12 -3.52
C -18.40 -19.76 -1.44
C -25.73 -21.58 3.45
C -21.64 -26.36 1.35
C -21.33 -24.90 -4.59
C -22.70 -16.46 0.37
C -22.62 -26.52 -3.45
C -23.03 -22.94 -0.36
C -19.38 -22.01 -1.28
C -21.83 -20.15 -4.45
C -22.26 -15.23 -0.22
C -18.51 -18.61 3.34
C -26.65 -25.32 -2.24
C -19.30 -26.15 2.85
C -17.23 -23.46 -5.44
C -12.62 -13.92 2.04
C -21.85 -14.06 0.50
C -18.16 -14.45 0.53
C -19.47 -22.07 -6.30
C -23.17 -20.24 -4.13
C -25.06 -23.80 -1.37
C -21.67 -17.92 -3.42
C -17.91 -23.99 -6.53
C -24.55 -21.90 4.05
C -18.02 -14.76 -0.81
C -25.83 -20.69 2.36
C -17.16 -12.56 -1.26
C -23.88 -27.88 -1.99
C -18.41 -20.70 2.19
C -19.24 -25.94 1.48
C -23.42 -20.45 2.52
C -23.01 -17.93 -3.26
C -13.36 -18.86 -1.58
C -18.72 -16.29 -5.10
C -20.42 -25.93 0.76
C -19.81 -18.15 -0.25
C -17.90 -13.17 1.00
C -24.65 -20.07 1.96
C -22.25 -15.34 2.49
C -10.60 -18.30 -1.84
C -14.17 -15.56 1.45
C -17.63 -22.29 -4.84
C -23.35 -21.38 3.55
C -21.03 -18.97 -4.18
C -12.90 -17.70 -2.24
C -22.78 -16.45 1.73
C -18.69 -21.55 -5.28
C -16.25 -21.54 1.71
C -11.02 -19.37 -1.11
C -19.05 -23.30 -6.86
C -20.48 -26.56 3.45
C -18.46 -27.09 -4.45
H -18.78 -16.23 -4.01
H -24.75 -19.21 -3.13
H -26.16 -25.86 -3.05
H -19.92 -24.78 -7.72
H -18.31 -15.42 -5.61
H -16.38 -23.62 -1.30
H -18.05 -27.71 -5.25
H -18.28 -15.73 -1.19
H -21.32 -16.22 -2.43
H -12.48 -14.30 3.05
H -15.74 -17.23 -0.70
H -20.34 -21.63 -6.75
H -24.32 -28.61 -2.67
H -23.50 -17.15 -2.69
H -21.42 -20.24 2.35
H -23.21 -17.32 2.20
H -26.75 -20.42 1.87
H -19.11 -19.07 4.13
H -24.74 -19.23 1.30
H -15.23 -24.79 -0.65
H -18.40 -22.49 -1.30
H -14.97 -19.00 -3.79
H -19.96 -18.86 0.57
H -17.16 -11.28 0.47
H -22.54 -26.32 0.75
H -18.95 -26.32 -5.03
H -15.16 -17.90 0.83
H -12.16 -21.27 0.19
H -10.23 -19.91 -0.62
H -27.49 -21.87 3.27
H -20.72 -18.30 -0.83
H -13.67 -16.98 -2.47
H -18.40 -26.15 3.45
H -16.87 -24.77 -0.14
H -16.75 -17.14 0.82
H -23.04 -17.36 -0.13
H -10.28 -16.29 -3.33
H -22.37 -21.59 3.96
H -22.24 -23.16 0.35
H -18.28 -25.60 1.14
H -14.42 -19.95 -5.21
H -27.33 -26.09 -1.88
H -19.94 -22.19 -2.20
H -20.61 -24.90 -3.78
H -12.52 -12.86 2.27
H -22.29 -14.31 -1.93
H -27.41 -24.59 -2.50
H -18.02 -13.02 2.06
H -23.55 -22.12 0.15
H -15.79 -22.18 2.46
H -16.25 -23.89 -5.29
H -15.72 -20.59 1.74
H -19.91 -17.14 0.15
H -18.76 -15.04 2.29
H -21.29 -23.86 -4.90
H -14.38 -19.19 -1.50
H -22.38 -16.09 4.37
H -24.60 -22.57 4.90
H -19.74 -26.58 5.24
H -24.28 -21.65 -3.51
H -11.68 -14.26 1.61
H -19.97 -18.99 -4.37
H -19.24 -18.12 2.70
H -16.00 -11.00 -1.64
H -17.57 -24.87 -7.05
H -22.83 -22.46 -1.32
H -17.93 -17.75 3.67
H -22.48 -26.88 3.33
H -21.56 -13.32 2.46
H -21.06 -25.63 -5.35
H -24.60 -27.85 -1.17
H -19.24 -27.57 -3.86
H -19.76 -25.39 -0.94
H -9.56 -18.19 -2.12
H -17.15 -14.16 -2.70
H -19.83 -22.61 -0.49
H -18.89 -20.58 -4.84
H -17.17 -20.93 -3.40
H -22.92 -28.21 -1.60
H -21.68 -13.15 -0.05
H -15.90 -21.90 0.74
H -14.14 -18.28 -5.22
H -19.74 -16.41 -5.47
H -21.41 -21.04 -4.91
*
```

## Properties
LUMO level	0.30	eV
HOMO energy	-7.56	eV
orbital gap	7.85	eV



Computed, not measured: a 14-piece molecular cluster, C64H107N10O18 overall, with ωB97M-V/def2-TZVPD.

Structure (ORCA input):
```
! RIJCOSX wB97M-V def2-TZVPD def2/J DEFGRID3
* xyz -1 1
O -4.29 -6.36 6.06
O 2.66 -5.46 2.03
O -5.02 4.26 4.62
O 2.42 5.87 -8.88
O -4.95 -1.99 -0.10
O 5.18 0.27 -5.98
O -3.86 -0.74 -5.64
O -4.33 2.81 3.13
O 1.42 -7.64 -4.79
O 6.17 -1.05 -4.58
O -2.93 1.02 -6.67
O -3.91 -4.45 5.09
O 1.31 5.87 -10.85
O 3.63 7.39 -1.07
O 3.47 -7.47 1.39
O 4.12 1.59 8.49
O 2.16 5.75 -0.66
O 3.67 3.72 8.67
N 2.35 -7.68 -5.86
N 5.92 -4.10 7.60
N 2.69 9.20 6.39
N 0.47 0.87 -1.76
N -2.96 10.24 1.15
N -5.91 -2.99 -0.15
N 0.14 -0.17 0.17
N -5.69 5.92 -3.74
N 1.50 7.34 5.71
N 7.98 -4.44 8.48
C 0.39 -7.03 -7.50
C 6.14 -0.48 -5.65
C -4.12 -4.28 -1.53
C 1.49 5.52 -9.64
C 3.36 10.02 7.40
C 7.23 -0.73 -6.66
C 10.40 -5.18 9.02
C -7.39 -2.46 -0.06
C 0.40 1.94 -2.72
C 2.74 9.18 5.02
C 4.90 -7.32 -5.30
C -3.92 8.54 -0.90
C -4.93 3.10 4.23
C 4.01 -8.24 -8.19
C -5.47 -4.37 -0.77
C -5.12 8.13 -3.10
C 4.38 9.22 8.30
C 4.66 -3.48 7.33
C -3.05 -0.18 -6.44
C 7.86 -5.33 7.45
C 3.33 2.57 8.44
C 6.91 -3.65 8.51
C -7.94 -4.80 -1.33
C -4.54 7.62 -1.87
C 2.53 -6.59 1.51
C 6.56 -5.13 6.88
C 1.14 -0.38 -1.91
C 1.77 7.11 -2.57
C 2.40 -5.50 -7.14
C -3.63 9.06 1.47
C 3.64 -9.32 -4.49
C -5.33 -5.32 0.44
C -3.50 -5.53 5.72
C -4.17 8.24 0.46
C 1.91 8.11 6.82
C -2.48 11.05 2.27
C -5.70 7.24 -3.95
C -7.69 -2.47 1.40
C 1.89 8.14 4.67
C -6.36 5.11 -4.80
C -6.52 -4.83 -1.88
C -2.12 -1.11 -7.26
C 1.98 -7.03 -7.18
C 0.68 -0.38 2.61
C -0.37 -0.60 1.48
C -4.45 6.23 -1.76
C -8.41 -3.42 -0.85
C -5.11 5.42 -2.67
C -3.17 9.70 -1.17
C 9.13 -4.37 9.39
C -7.59 -1.05 -0.63
C -5.44 2.03 5.14
C 0.46 4.67 -9.00
C 4.10 -9.03 -6.92
C 2.56 -7.80 -8.38
C 2.61 6.69 -1.38
C -0.21 0.92 -0.57
C -2.08 -5.99 5.68
C 1.15 -6.82 0.87
C 3.69 -8.28 -5.62
C 1.80 2.14 8.66
C -2.75 10.54 -0.15
C 0.82 6.11 5.63
C 0.99 -1.00 -0.65
H 0.15 -6.79 -8.53
H 2.91 -10.13 -4.57
H 1.82 -0.67 -2.69
H -0.74 -1.62 1.42
H 5.27 8.90 7.77
H -2.31 12.12 2.11
H -5.91 7.45 -4.99
H -3.93 5.72 -0.97
H -7.41 -0.95 -1.70
H -6.32 -5.78 -2.38
H -5.98 -5.11 1.29
H -0.09 -8.01 -7.50
H 1.92 -4.94 -7.94
H 1.61 7.80 3.68
H 8.09 -1.17 -6.15
H 6.83 -1.27 -7.52
H 1.91 1.50 9.54
H 4.81 -6.41 -5.89
H -0.48 2.53 -2.46
H 8.53 -6.13 7.17
H -4.78 4.39 -2.77
H -6.47 4.12 -4.36
H -3.65 8.94 2.54
H -7.04 -1.67 1.75
H 4.19 -3.22 8.28
H -3.01 9.85 -2.23
H 1.27 2.57 -2.53
H 4.91 -2.54 6.84
H 1.71 -0.64 2.37
H 5.11 -9.42 -6.75
H -1.50 -5.26 5.11
H -3.26 10.99 3.03
H 5.90 -7.74 -5.25
H -1.55 10.64 2.67
H -5.37 -6.39 0.26
H 1.48 5.27 5.84
H 10.37 -6.24 9.27
H -8.75 -2.33 1.65
H 1.09 2.89 8.99
H -8.57 -0.65 -0.38
H 0.99 -7.87 0.64
H 11.20 -4.55 9.40
H 3.26 9.92 4.44
H 4.71 9.81 9.15
H 1.05 -6.17 0.01
H 0.27 5.98 4.70
H -7.46 -3.45 1.81
H -1.24 0.02 1.70
H 4.33 -8.86 -9.02
H 6.78 -2.69 8.98
H -8.01 -5.55 -0.54
H -1.17 -1.25 -6.73
H 3.51 -8.76 -3.56
H -5.04 9.20 -3.19
H -5.79 5.03 -5.73
H -1.70 -6.05 6.69
H -0.96 1.65 -0.32
H -5.31 2.41 6.15
H 4.62 -9.78 -4.37
H -6.54 -4.17 -2.75
H 3.47 -5.37 -7.28
H 0.77 6.72 -2.74
H 0.78 3.76 -8.48
H -0.36 4.43 -9.67
H 1.50 -1.91 -0.38
H 1.80 -8.56 -8.58
H 0.77 0.69 2.81
H 2.43 -7.13 -9.23
H 0.65 1.70 -3.75
H 3.95 10.81 6.92
H 1.78 7.92 7.87
H 5.98 -5.47 6.03
H -4.44 -5.09 1.02
H -2.06 -6.98 5.22
H -6.84 -0.38 -0.20
H 4.69 -7.40 -8.04
H -0.24 -6.41 -6.87
H 2.44 6.72 -3.34
H 8.84 -4.53 10.43
H -4.92 7.51 0.71
H -6.51 1.97 4.97
H 3.50 -9.93 -7.07
H 2.62 10.47 8.05
H 4.65 -7.08 -4.27
H 3.97 -4.02 6.68
H -0.10 5.32 -8.33
H 0.06 6.24 6.39
H 7.69 0.24 -6.84
H -8.59 -5.15 -2.13
H -1.85 -0.67 -8.22
H 1.89 8.16 -2.83
H -2.59 -2.08 -7.41
H -2.19 11.45 -0.29
H -3.23 -4.00 -0.96
H 0.39 -6.49 1.58
H 2.09 -4.98 -6.23
H 9.31 -3.30 9.37
H -8.80 -3.04 -1.80
H -4.89 1.10 4.98
H 1.50 1.60 7.76
H 4.02 8.24 8.63
H 10.47 -5.17 7.93
H -9.34 -3.64 -0.33
H -7.37 5.46 -5.01
H -4.20 -3.53 -2.32
H 0.24 -0.96 3.42
H -3.89 -5.16 -2.12
*
```

## Properties
LUMO level	-2.96	eV
HOMO energy	-4.30	eV
orbital gap	1.34	eV